No. 1
Below is a molecular structure, C22H26N2OPS2Se2Zr, with properties calculated with ωB97M-V/def2-TZVPD.

Last column: natural (NBO) charge in e.
Atoms and positions in Å:
Zr1 1.1395 0.9434 0.1878  1.626
Se1 -0.1292 1.4781 -1.9692  -0.266
P1 -1.8239 1.2281 -0.4452  1.042
Se2 -0.9150 1.1892 1.6399  -0.164
C1 -2.6180 -0.3986 -0.7284  -0.476
C2 -3.0015 -0.7329 -2.0278  -0.142
C3 -3.7127 -1.9006 -2.2431  -0.203
C4 -4.0395 -2.7272 -1.1770  -0.145
C5 -3.6538 -2.3910 0.1139  -0.190
C6 -2.9455 -1.2242 0.3469  -0.206
C7 -3.0263 2.5678 -0.6133  -0.349
C8 -3.5825 2.8187 -1.8686  -0.204
C9 -4.6021 3.7505 -1.9617  -0.176
C10 -5.0362 4.4309 -0.8325  -0.124
C11 -4.4538 4.1927 0.4039  -0.181
C12 -3.4443 3.2564 0.5215  -0.201
H1 -2.7590 -0.0802 -2.8560  0.224
H2 -4.0282 -2.1621 -3.2409  0.255
H3 -4.6133 -3.6244 -1.3481  0.255
H4 -3.9274 -3.0250 0.9429  0.249
H5 -2.6944 -0.9348 1.3616  0.234
H6 -3.2193 2.3115 -2.7521  0.227
H7 -5.0590 3.9454 -2.9192  0.253
H8 -5.8247 5.1623 -0.9180  0.254
H9 -4.7824 4.7318 1.2772  0.252
H10 -2.9844 3.0581 1.4822  0.224
C13 2.8892 4.5013 1.5846  -0.421
N1 3.9340 3.5837 1.1771  -0.533
C14 3.8560 2.2724 1.3293  0.355
S1 2.5109 1.5804 2.1887  -0.155
N2 4.7815 1.4471 0.8307  -0.541
C15 6.0394 1.9048 0.2655  -0.450
H11 3.1392 5.5008 1.2354  0.259
H12 2.7835 4.5253 2.6731  0.245
H13 1.9240 4.1963 1.1427  0.201
H14 4.7994 3.9908 0.8405  0.443
H15 4.7518 0.4847 1.1518  0.437
H16 6.6554 2.3957 1.0206  0.237
H17 5.8548 2.5994 -0.5543  0.222
H18 6.5890 1.0533 -0.1250  0.261
C16 0.0485 -2.4620 -1.5271  -0.787
S2 0.2092 -2.1557 0.2483  1.249
O1 1.2581 -0.9588 0.2223  -1.004
C17 1.2407 -3.5443 0.6719  -0.206
C18 2.4849 -3.6836 0.0676  -0.235
C19 3.2690 -4.7750 0.3918  -0.171
C20 2.8141 -5.7049 1.3175  -0.127
C21 1.5704 -5.5553 1.9147  -0.180
C22 0.7737 -4.4663 1.6005  -0.201
H19 1.0160 -2.6972 -1.9654  0.268
H20 -0.3932 -1.5880 -2.0051  0.260
H21 -0.6121 -3.3160 -1.6574  0.286
H22 2.8461 -2.9359 -0.6264  0.220
H23 4.2355 -4.9024 -0.0715  0.249
H24 3.4375 -6.5428 1.5848  0.255
H25 1.2223 -6.2791 2.6344  0.257
H26 -0.1919 -4.3322 2.0618  0.240

Calculated values
Charge: +3
Relative energy (zero: lowest compared OMol25 entry of this formula, charge and spin) in kJ/mol: 90.0
Kohn-Sham gap in eV: 6.83

***

No. 2
Below is C22H26N4O3 in the gas phase, with properties calculated with ωB97M-V/def2-TZVPD.

Last column: natural (NBO) charge in e.
Atoms and positions in Å:
C1 1.7925 -3.9602 0.9385  -0.256
O1 2.2768 -2.5758 0.4896  -0.542
C2 1.9350 -1.4429 1.1892  0.351
C3 1.4166 -1.5794 2.4323  -0.332
C4 1.3736 -0.3976 3.1056  -0.158
C5 1.5930 0.6688 2.6247  -0.112
C6 1.3095 2.1063 3.1971  -0.424
C7 -0.1004 2.3964 2.7621  0.332
N1 -1.1209 2.3711 3.4255  -0.102
O2 -2.1296 2.7537 2.4283  -0.373
C8 -1.5005 3.3353 1.2311  0.515
C9 -2.0979 3.5530 -0.0604  -0.306
N2 -2.2926 2.3050 -0.9451  -0.464
C10 -0.9522 2.2532 -1.5651  -0.238
C11 -0.8829 0.7631 -2.1417  -0.495
C12 -0.6054 -0.2341 -1.0077  -0.223
C13 -1.0930 -1.4628 -1.8334  0.066
C14 -2.2621 -2.1185 -2.0867  -0.310
C15 -2.3678 -3.2500 -2.6443  0.045
N3 -1.3922 -3.9807 -3.0398  -0.423
C16 -0.0338 -3.5885 -2.6770  -0.009
C17 0.0546 -2.3652 -1.9838  -0.267
C18 -1.9559 0.0221 0.1435  -0.427
C19 -2.8150 1.2123 -0.5059  -0.219
N4 -0.2618 2.9544 1.4680  -0.518
C20 2.1903 0.6080 1.4603  -0.188
C21 2.4644 -0.3238 0.5199  0.217
O3 3.0318 -0.4270 -0.7137  -0.447
C22 3.4442 0.7924 -1.1731  -0.217
H1 2.1358 -4.4494 0.0878  0.209
H2 2.3216 -4.2480 1.9505  0.184
H3 0.7332 -3.9667 1.1405  0.189
H4 1.0532 -2.5092 2.7927  0.232
H5 0.6256 -0.4315 4.0063  0.194
H6 1.9780 2.8955 2.9868  0.252
H7 1.0272 1.7826 4.2757  0.237
H8 -1.6263 4.4379 -0.3127  0.254
H9 -3.1138 3.8493 0.4385  0.229
H10 -0.6843 3.0130 -2.4166  0.209
H11 0.0177 2.4663 -0.6795  0.202
H12 -1.5925 0.9167 -3.1251  0.273
H13 0.1441 0.8928 -2.7592  0.223
H14 0.3394 -0.3015 -0.5800  0.238
H15 -3.0226 -1.2719 -2.0843  0.212
H16 -3.5105 -3.5471 -3.1058  0.172
H17 0.7396 -4.3464 -2.7706  0.210
H18 1.2221 -2.1399 -1.6693  0.236
H19 -2.5255 -0.9578 0.3218  0.241
H20 -1.2279 0.3943 0.8577  0.219
H21 -3.5113 0.7270 -1.3884  0.190
H22 -3.5049 1.4309 0.5157  0.235
H23 2.3617 1.7712 0.9104  0.166
H24 3.6613 0.4678 -2.3011  0.181
H25 4.1662 1.2554 -0.7919  0.168
H26 2.7745 1.4801 -1.3381  0.171

Calculated values
Charge: 0
SMILES: COc1ccc(Cc2noc(CN3CCC(c4ccncc4)CC3)n2)cc1OC
Relative energy (zero: lowest compared OMol25 entry of this formula, charge and spin) in kJ/mol: 2026.3
Kohn-Sham gap in eV: 8.97

***

No. 3
Below is C22H26N4O3S2 in the gas phase, with properties calculated with ωB97M-V/def2-TZVPD.

Last column: natural (NBO) charge in e.
Atoms and positions in Å:
C1 7.5080 2.5592 0.8700  -0.250
O1 7.2362 1.7528 -0.2476  -0.498
C2 6.2209 0.8393 -0.1536  0.270
C3 5.4110 0.6481 0.9552  -0.277
C4 4.4042 -0.3041 0.9355  -0.283
C5 4.1758 -1.1050 -0.1818  0.225
N1 3.2289 -2.1297 -0.2127  -0.459
C6 2.5000 -2.4906 0.9815  -0.218
C7 1.2301 -1.6511 1.1669  -0.241
N2 0.3898 -1.8282 -0.0043  -0.446
C8 -0.9632 -1.2949 0.1633  -0.089
C9 -1.8957 -1.9154 -0.8879  -0.221
N3 -3.1919 -2.2043 -0.3116  -0.861
S1 -4.0667 -1.1093 0.5737  2.336
O2 -5.3866 -1.6595 0.6295  -0.929
O3 -3.3883 -0.8123 1.7951  -0.932
C10 -4.1269 0.3865 -0.3819  -0.563
C11 -4.2497 0.5422 -1.7291  -0.228
C12 -4.3120 1.9012 -2.1034  -0.268
C13 -4.2496 2.7330 -1.0286  -0.393
S2 -4.1129 1.8797 0.4570  0.546
C14 -0.9864 0.2156 0.1970  -0.077
C15 -0.9401 1.0114 -0.9432  -0.187
C16 -0.8602 2.3887 -0.8124  -0.250
C17 -0.8105 2.9271 0.4628  0.024
N4 -0.8440 2.1858 1.5568  -0.418
C18 -0.9327 0.8765 1.4255  0.048
C19 1.1005 -1.3884 -1.1898  -0.249
C20 2.3605 -2.2499 -1.3625  -0.199
C21 5.0143 -0.9108 -1.2874  -0.258
C22 6.0061 0.0418 -1.2775  -0.224
H1 6.6529 3.1933 1.1286  0.173
H2 8.3479 3.1900 0.5824  0.198
H3 7.7898 1.9588 1.7417  0.173
H4 5.5403 1.2381 1.8492  0.217
H5 3.7953 -0.4030 1.8201  0.211
H6 3.1498 -2.4127 1.8524  0.212
H7 2.2011 -3.5385 0.8687  0.202
H8 0.6852 -2.0017 2.0454  0.208
H9 1.5001 -0.5923 1.3190  0.176
H10 -1.3137 -1.6596 1.1341  0.244
H11 -1.9931 -1.2674 -1.7692  0.179
H12 -1.4579 -2.8678 -1.2008  0.229
H13 -3.8146 -2.7142 -0.9168  0.412
H14 -4.3009 -0.2783 -2.4220  0.228
H15 -4.4010 2.2365 -3.1208  0.230
H16 -4.2809 3.8042 -1.0256  0.242
H17 -0.9658 0.5755 -1.9323  0.212
H18 -0.8293 3.0242 -1.6841  0.219
H19 -0.7380 3.9948 0.6211  0.192
H20 -0.9783 0.3155 2.3485  0.202
H21 0.4578 -1.5142 -2.0622  0.196
H22 1.4083 -0.3291 -1.1231  0.180
H23 2.8812 -1.9476 -2.2690  0.207
H24 2.0627 -3.2992 -1.4559  0.196
H25 4.9027 -1.5318 -2.1628  0.210
H26 6.6452 0.1808 -2.1352  0.221

Calculated values
Charge: 0
SMILES: COc1ccc(N2CCN([C@H](CNS(=O)(=O)c3cccs3)c3cccnc3)CC2)cc1
Relative energy (zero: lowest compared OMol25 entry of this formula, charge and spin) in kJ/mol: 246.2
Kohn-Sham gap in eV: 7.72

***

Look up the relative energy (zero: lowest compared OMol25 entry of this formula, charge and spin) of the first one. 90.0 kJ/mol